# 1
C18H47NNdO4Si2 | ωB97M-V/def2-TZVPD

Last column: Mulliken spin population.
Element x y z (Å)
1 O 0.77 1.65 -0.44  0.000
2 O -0.24 1.28 -2.46  -0.003
3 C 0.28 2.97 -0.07  -0.001
4 C 0.99 3.60 1.15  0.000
5 H -0.78 2.93 0.14  -0.001
6 H 0.33 3.65 -0.92  0.000
7 H 0.89 2.96 2.03  0.000
8 H 0.54 4.56 1.39  0.000
9 H 2.05 3.77 0.97  0.000
10 C 2.11 1.74 -1.00  0.001
11 C 2.44 2.81 -2.07  0.000
12 H 2.34 0.76 -1.41  0.000
13 H 2.82 1.91 -0.20  0.000
14 H 1.72 2.80 -2.89  0.000
15 H 3.42 2.62 -2.51  0.000
16 H 2.46 3.81 -1.66  0.000
17 C 0.07 0.05 -3.11  0.002
18 C -1.36 2.06 -2.85  0.001
19 C 1.11 0.24 -4.22  0.000
20 H -0.83 -0.44 -3.50  0.000
21 H 0.51 -0.64 -2.38  0.000
22 H 0.77 0.93 -4.99  0.000
23 H 1.33 -0.71 -4.71  0.000
24 H 2.05 0.62 -3.83  0.000
25 C -1.15 2.74 -4.20  0.000
26 H -1.53 2.84 -2.10  0.000
27 H -2.26 1.46 -2.87  0.000
28 H -0.21 3.27 -4.24  0.000
29 H -1.95 3.45 -4.40  0.000
30 H -1.17 2.01 -5.01  0.000
31 H -0.01 1.31 -1.45  0.002
32 Nd -0.35 -1.22 1.93  3.021
33 C -1.69 -0.19 0.77  -0.008
34 Si -3.58 -0.35 0.50  0.004
35 H -1.38 0.44 1.60  0.000
36 H -1.03 -0.74 0.12  -0.009
37 C -4.27 1.38 0.28  -0.002
38 C -4.64 -1.04 1.88  0.000
39 C -3.98 -1.39 -1.01  0.000
40 C 1.57 -0.38 2.25  -0.003
41 Si 3.04 -1.42 1.65  -0.003
42 H 1.34 -0.84 3.20  -0.001
43 H 1.93 0.60 2.55  -0.003
44 C 4.52 -0.33 1.29  0.000
45 C 2.60 -2.37 0.11  0.004
46 C 3.58 -2.60 2.99  0.000
47 H -3.31 -1.18 -1.84  0.000
48 H -5.00 -1.21 -1.35  0.000
49 H -3.90 -2.45 -0.78  0.000
50 H -3.88 2.05 1.04  0.000
51 H -5.36 1.38 0.36  0.000
52 H -4.03 1.81 -0.69  0.000
53 H -4.34 -0.69 2.86  0.000
54 H -4.63 -2.13 1.87  0.000
55 H -5.68 -0.75 1.74  0.000
56 H 3.11 -1.97 -0.77  0.000
57 H 1.53 -2.31 -0.08  0.000
58 H 2.87 -3.42 0.20  0.001
59 H 4.44 -3.19 2.67  0.000
60 H 2.79 -3.30 3.26  0.000
61 H 3.88 -2.06 3.90  0.000
62 H 5.43 -0.92 1.25  0.000
63 H 4.65 0.42 2.07  0.000
64 H 4.43 0.18 0.33  0.000
65 N 0.29 -3.21 3.10  -0.003
66 C -1.01 -3.69 3.57  -0.002
67 C -1.96 -3.78 2.41  0.004
68 O -2.72 -4.84 2.24  0.001
69 O -1.98 -2.80 1.54  -0.002
70 H 0.71 -3.93 2.47  0.002
71 H 0.87 -3.02 3.95  0.000
72 H -0.93 -4.65 4.12  0.000
73 H -1.42 -2.91 4.26  0.000

## Properties
spin multiplicity = 4
orbital gap (alpha / beta) = 7.08 / 7.05 eV
LUMO (alpha / beta) = -0.1153 / -0.1138 Ha
charge = +1
HOMO (alpha / beta) = -10.221 / -10.142 eV

# 2
C18H48BCuF4O18S6 | ωB97M-V/def2-TZVPD

Last column: Mulliken spin population.
Element x y z (Å)
1 Cu 16.17 -5.46 -30.88  0.938
2 B 13.57 -4.98 -30.44  0.009
3 F 12.45 -4.17 -30.67  0.002
4 F 13.42 -5.75 -29.30  0.000
5 F 13.87 -5.76 -31.53  -0.002
6 F 14.65 -4.17 -30.36  0.040
7 O 14.59 -2.02 -33.84  0.000
8 S 15.24 -3.31 -33.97  0.001
9 O 15.94 -3.95 -32.85  0.003
10 O 14.22 -4.45 -34.61  0.000
11 C 13.19 -4.01 -35.51  0.000
12 C 12.41 -5.31 -35.98  0.000
13 C 16.40 -3.13 -35.48  0.000
14 H 13.47 -3.46 -36.41  0.000
15 H 12.64 -3.32 -34.87  0.000
16 H 11.92 -5.79 -35.13  0.000
17 H 13.11 -6.04 -36.37  0.000
18 H 11.55 -5.13 -36.63  0.000
19 H 16.72 -4.13 -35.77  0.000
20 H 17.14 -2.43 -35.09  0.000
21 H 15.86 -2.69 -36.32  0.000
22 O 18.98 -8.42 -29.01  0.001
23 S 19.15 -7.44 -30.06  0.001
24 O 18.15 -6.39 -30.31  0.009
25 O 20.72 -6.90 -30.07  0.003
26 C 21.25 -6.25 -28.95  0.000
27 C 20.44 -4.93 -28.88  0.000
28 C 19.30 -8.38 -31.64  0.001
29 H 22.30 -6.00 -29.07  0.000
30 H 21.13 -6.78 -28.01  0.000
31 H 20.97 -4.21 -28.26  0.000
32 H 19.51 -5.27 -28.42  0.000
33 H 20.30 -4.49 -29.87  0.000
34 H 20.28 -8.85 -31.74  0.000
35 H 19.06 -7.74 -32.49  0.000
36 H 18.48 -9.10 -31.61  0.000
37 O 17.49 -3.77 -30.40  0.001
38 S 17.77 -2.37 -30.13  -0.004
39 O 17.20 -1.86 -28.87  0.001
40 O 19.42 -2.18 -30.21  0.001
41 C 19.97 -0.97 -29.83  0.000
42 C 20.96 -1.11 -28.67  0.000
43 C 17.25 -1.24 -31.51  0.000
44 H 19.16 -0.34 -29.47  0.000
45 H 20.40 -0.43 -30.67  0.000
46 H 20.48 -1.79 -27.96  0.000
47 H 21.14 -0.14 -28.22  0.000
48 H 21.89 -1.58 -28.98  0.000
49 H 17.58 -0.23 -31.24  0.000
50 H 16.18 -1.36 -31.67  0.000
51 H 17.81 -1.54 -32.39  0.000
52 O 17.16 -5.16 -26.38  0.001
53 S 16.00 -5.15 -27.24  0.003
54 O 16.16 -5.39 -28.66  -0.004
55 O 14.89 -6.16 -26.65  0.000
56 C 14.54 -6.03 -25.30  0.000
57 C 13.82 -7.33 -24.82  0.000
58 C 15.08 -3.52 -27.07  0.000
59 H 13.85 -5.19 -25.20  0.000
60 H 15.39 -5.76 -24.68  0.000
61 H 14.37 -8.23 -25.13  0.000
62 H 12.78 -7.42 -25.14  0.000
63 H 13.64 -7.44 -23.75  0.000
64 H 14.22 -3.50 -27.74  0.001
65 H 15.77 -2.67 -27.09  0.000
66 H 14.65 -3.48 -26.06  0.000
67 O 16.18 -6.74 -32.67  -0.003
68 S 16.34 -7.36 -34.03  0.000
69 O 17.01 -6.57 -35.08  0.000
70 O 17.05 -8.91 -33.83  0.001
71 C 17.61 -9.48 -34.99  0.000
72 C 17.95 -10.96 -34.75  0.000
73 C 14.64 -7.87 -34.56  -0.001
74 H 18.47 -8.89 -35.31  0.000
75 H 16.91 -9.36 -35.81  0.000
76 H 18.63 -10.92 -33.89  0.000
77 H 18.48 -11.40 -35.59  0.000
78 H 17.09 -11.60 -34.59  0.000
79 H 13.99 -7.00 -34.67  0.000
80 H 14.20 -8.57 -33.85  0.000
81 H 14.76 -8.38 -35.51  0.000
82 O 16.46 -9.96 -29.58  0.001
83 S 15.45 -9.10 -30.19  -0.002
84 O 15.66 -7.67 -30.40  -0.003
85 O 15.07 -9.80 -31.66  0.000
86 C 15.41 -11.18 -31.85  0.000
87 C 14.64 -11.66 -33.05  0.000
88 C 13.81 -9.22 -29.36  0.000
89 H 15.16 -11.86 -31.04  0.000
90 H 16.49 -11.31 -31.93  0.000
91 H 13.58 -11.45 -32.88  0.000
92 H 14.81 -12.73 -33.19  0.000
93 H 14.76 -11.10 -33.97  0.000
94 H 13.61 -10.28 -29.48  0.000
95 H 13.10 -8.54 -29.84  0.000
96 H 14.15 -9.05 -28.33  0.000

## Properties
spin multiplicity = 2
orbital gap (alpha / beta) = 11.23 / 7.58 eV
LUMO (alpha / beta) = -0.0685 / -0.2025 Ha
charge = +1
HOMO (alpha / beta) = -13.096 / -13.091 eV

In order of appearance, largest force on an atom = 0.13423; 0.08502 hartree/bohr.